(1)
ORCA calculation (the ωB97M-V functional and the def2-TZVPD basis) on an isolated molecule of C23H25NO6.

Properties
Molecular weight = 411.5 g/mol
LUMO level = 0.23 eV
Energy above the lowest of the compared OMol25 structures with the same formula, charge and spin = 4.420 eV
Net charge = 0
2S+1 = 1
SMILES = C#CCNC(=O)C1=C[C@H](c2coc3ccccc3c2=O)[C@@H](CCCO)[C@H](OCC)O1
Highest occupied orbital energy = -8.90 eV

Last column: Löwdin charge in e.
Element x y z (Å)
C -6.1676 0.3002 3.6594  0.1199
C -5.0205 0.1372 3.9585  -0.1167
C -3.6118 -0.0287 4.2641  -0.1840
N -2.7936 0.0984 3.0772  0.0803
C -2.0042 -0.9022 2.6341  -0.4262
O -1.8462 -1.9520 3.2283  0.0721
C -1.3085 -0.6008 1.3486  -0.1633
C -0.5784 -1.5272 0.7282  0.0405
C 0.1059 -1.2788 -0.5742  -0.1941
C 1.6064 -1.1932 -0.4350  -0.0800
C 2.2266 -1.0676 0.7517  -0.0147
O 3.5485 -0.9743 0.9318  0.0796
C 4.3493 -0.9931 -0.1617  -0.1827
C 5.7261 -0.8800 0.0417  0.0069
C 6.5787 -0.8990 -1.0393  -0.0695
C 6.0789 -1.0306 -2.3332  -0.0740
C 4.7235 -1.1426 -2.5369  -0.0012
C 3.8363 -1.1258 -1.4563  -0.0606
C 2.3869 -1.2472 -1.6721  -0.3152
O 1.8856 -1.3849 -2.7781  0.0796
H 4.3041 -1.2471 -3.5261  0.1207
H 6.7579 -1.0449 -3.1718  0.1038
H 7.6429 -0.8118 -0.8807  0.1065
H 6.0944 -0.7801 1.0506  0.1200
H 1.6916 -1.0308 1.6904  0.1467
H -0.0873 -2.1175 -1.2548  0.1594
C -0.4654 -0.0027 -1.2289  -0.1803
C -1.7960 -0.3087 -1.9233  -0.1397
C -2.3995 0.8880 -2.6603  -0.1735
H -1.6273 1.3900 -3.2472  0.1259
H -2.8072 1.6022 -1.9443  0.1111
C -3.5255 0.4615 -3.6091  -0.2794
O -3.0581 -0.1136 -4.8026  -0.0612
H -2.4433 -0.8247 -4.5887  0.0775
H -4.1015 1.3356 -3.9219  0.1168
H -4.2038 -0.2306 -3.0867  0.1195
H -1.6011 -1.1108 -2.6399  0.1205
H -2.5148 -0.6840 -1.1907  0.1300
C -0.6112 1.0754 -0.1475  -0.3061
O 0.6632 1.3675 0.3347  -0.0713
C 0.8006 2.5583 1.0907  -0.2215
C 0.3546 2.4253 2.5433  -0.0566
H -0.7198 2.2759 2.6055  0.0592
H 0.6170 3.3299 3.0858  0.0767
H 0.8517 1.5772 3.0076  0.0800
H 0.2485 3.3718 0.5981  0.1233
H 1.8702 2.7818 1.0487  0.1242
O -1.5002 0.6772 0.8778  0.0051
H -1.0758 1.9888 -0.5561  0.1622
H 0.2457 0.3705 -1.9691  0.1549
H -0.4847 -2.4958 1.1919  0.1367
H -2.9201 0.9070 2.4880  0.1385
H -3.4284 -1.0319 4.6645  0.1274
H -3.3113 0.7176 5.0118  0.1295
H -7.1821 0.4257 3.4236  0.0170

(2)
ORCA calculation (the ωB97M-V functional and the def2-TZVPD basis) on a cluster of 3 separate species, C23H26BClF17N3O11P in total.

Properties
Molecular weight = 920.7 g/mol
LUMO level = -5.03 eV
Net charge = +1
2S+1 = 1
Highest occupied orbital energy = -12.64 eV

Last column: Löwdin charge in e.
Element x y z (Å)
C -2.4488 3.5525 4.3763  -0.0742
C -2.2515 2.2650 3.5356  -0.1134
B -2.9738 1.0258 4.1259  -0.5187
O -3.1205 0.7490 5.4368  0.2079
N -3.6093 -0.0678 3.2213  0.1780
C -4.8903 0.0963 2.8522  -0.0925
C -5.6411 1.2802 3.3565  -0.0361
C -5.3931 2.6411 2.6560  -0.3746
C -5.2453 2.5838 1.1399  -0.0060
O -6.5098 3.4834 2.9368  -0.0098
C -5.4793 -0.8511 2.0309  0.0195
C -6.9170 -0.7027 1.5926  -0.3770
O -7.3301 0.3209 1.1285  0.1761
N -7.6863 -1.8662 1.7514  0.2049
C -9.0593 -1.6893 2.0828  -0.4801
O -9.5419 -2.0444 3.1041  0.2055
F -9.7222 -1.1109 1.0855  0.1742
C -4.7282 -1.9302 1.6021  0.0295
C -5.2898 -3.0052 0.7117  -0.5858
O -5.4901 -4.1086 1.1113  0.1509
O -5.4865 -2.5245 -0.5223  -0.4082
Cl -5.7214 -3.7038 -1.7078  0.8203
C -3.3917 -2.0761 1.9815  -0.2005
N -2.5658 -3.1198 1.5080  0.1237
C -2.8509 -1.1325 2.8227  -0.0574
P -1.0453 -1.2824 3.2017  0.4777
O -0.3571 -0.7320 2.0456  -0.1837
O -0.6904 -2.7848 3.5335  -0.0671
O -0.7245 -0.4960 4.5400  -0.0793
H -2.8525 4.3514 3.7608  0.0825
H -1.5116 3.8817 4.8149  0.0845
H -3.1521 3.4107 5.1975  0.0775
H -1.1822 2.0411 3.4730  0.1216
H -2.5654 2.4308 2.5042  0.1065
H -2.4246 1.1593 5.9630  0.1366
H -6.7083 1.0858 3.2715  0.1338
H -5.4516 1.4179 4.4256  0.1408
H -4.5341 3.1486 3.0915  0.0987
H -6.1683 2.9298 0.6842  0.0970
H -4.4299 3.2231 0.8072  0.0877
H -5.0461 1.5862 0.7519  0.0730
H -6.9500 3.2240 3.7510  0.0959
H -7.2865 -2.4834 2.4513  0.1558
H -2.9115 -4.0304 1.7879  0.1168
H -2.4802 -3.1002 0.4980  0.1220
H -1.2648 -3.2021 4.1887  0.1062
H -0.7742 -1.0182 5.3506  0.1137
C 1.3868 -1.0796 -3.7903  -0.0364
C 2.4730 -0.0041 -3.9356  -0.4434
C 3.9340 -0.4367 -3.7842  -0.2968
F 4.1756 -0.9213 -2.5517  0.1014
F 4.7215 0.6499 -3.9689  0.0936
F 2.2119 1.0309 -3.1119  0.1382
F 2.3745 0.4513 -5.2180  0.1055
O 0.7216 -1.1698 -2.5425  0.0491
C 1.1867 -1.9360 -1.5129  -0.5400
C 1.5214 -1.0936 -0.2769  -0.3033
F 2.4643 -0.1761 -0.5696  0.1048
F 2.0063 -1.9149 0.6808  0.0984
F 2.2126 -2.7191 -1.8803  0.1593
F 0.1686 -2.7601 -1.1380  0.1217
H 0.6059 -0.7668 -4.4809  0.1493
H 1.7413 -2.0516 -4.1330  0.1488
H 4.1977 -1.1921 -4.5290  0.1771
H 0.6300 -0.5920 0.0903  0.1362
C 7.8547 1.0538 -3.8352  -0.0489
C 8.9093 1.9036 -3.1137  -0.4402
C 9.7520 2.8698 -3.9516  -0.3089
F 10.4915 2.2043 -4.8591  0.0995
F 10.5898 3.5337 -3.1253  0.1009
F 9.7154 1.1141 -2.3760  0.1387
F 8.2122 2.7022 -2.2509  0.1009
O 8.1875 -0.2863 -4.1475  0.0509
C 8.8234 -0.6390 -5.3016  -0.5483
C 10.1866 -1.2901 -5.0314  -0.2888
F 10.9853 -0.4461 -4.3544  0.1057
F 10.7662 -1.5776 -6.2172  0.1024
F 8.9295 0.3851 -6.1644  0.1560
F 8.0656 -1.5912 -5.9012  0.1343
H 7.0446 0.9556 -3.1167  0.1333
H 7.4411 1.5777 -4.6973  0.1470
H 9.1121 3.5947 -4.4621  0.1730
H 10.0547 -2.2081 -4.4557  0.1751

(3)
ORCA calculation (the ωB97M-V functional and the def2-TZVPD basis) on a structure of composition C23H26BrIrN3O4PSTe.

Properties
Molecular weight = 871.2 g/mol
LUMO level = 0.23 eV
Energy above the lowest of the compared OMol25 structures with the same formula, charge and spin = 0.192 eV
Net charge = 0
2S+1 = 1
Highest occupied orbital energy = -6.50 eV

Last column: Löwdin charge in e.
Element x y z (Å)
Ir -0.1163 1.2921 0.4469  0.9358
O -1.7164 0.3684 1.2398  -0.3073
N -2.9154 0.7339 0.7247  -0.1548
C -3.9229 -0.1094 1.0454  -0.0146
C -5.1981 0.1338 0.6312  -0.0477
C -5.4374 1.2760 -0.1441  -0.0611
C -4.3976 2.1019 -0.4686  -0.0803
C -3.0798 1.8388 -0.0402  -0.6483
S -1.7582 2.8512 -0.4431  0.6480
H -3.6066 -0.9616 1.6266  0.1375
H -5.9842 -0.5574 0.8938  0.1094
H -6.4364 1.4994 -0.4935  0.1106
H -4.5424 2.9813 -1.0794  0.1068
Br 1.8962 2.1369 -0.6690  0.9314
C 3.0720 0.7316 -0.1083  -0.5618
C 4.3736 0.7530 -0.4971  -0.1194
C 5.2152 -0.2901 -0.0494  -0.0772
C 4.7190 -1.2673 0.7639  -0.0293
C 3.3623 -1.2717 1.1780  -0.1707
C 2.8511 -2.2627 2.0458  -0.0402
C 1.5388 -2.2209 2.4179  -0.0730
C 0.6790 -1.2050 1.9510  -0.1376
C 1.1105 -0.2055 1.1144  -0.2872
C 2.4875 -0.2481 0.7254  -0.2740
H 4.7566 1.5387 -1.1341  0.1045
H 6.2529 -0.3009 -0.3548  0.1037
H 5.3643 -2.0650 1.1117  0.1131
H 3.5103 -3.0465 2.3980  0.1095
H 1.1407 -2.9876 3.0713  0.1060
H -0.3639 -1.2407 2.2361  0.0784
C -3.7655 -1.2783 -4.3822  -0.0761
C -2.3303 -1.5869 -4.0264  -0.3123
O -1.9185 -0.6597 -3.0098  -0.2876
P -0.7351 -1.0383 -2.0039  0.0925
O -0.4874 0.2621 -1.2777  -0.5522
Te -1.1816 -2.9992 -0.7962  0.3871
O 0.4683 -1.2518 -3.0490  -0.2831
C 1.7626 -1.6120 -2.5378  -0.3105
C 2.2291 -2.8841 -3.2050  -0.0726
H -4.0704 -1.8595 -5.2537  0.0750
H -3.8788 -0.2192 -4.6160  0.0762
H -4.4261 -1.5242 -3.5507  0.0753
H -1.6648 -1.4696 -4.8837  0.1162
H -2.2311 -2.6059 -3.6430  0.0629
H 1.7099 -1.7494 -1.4538  0.0753
H 2.4313 -0.7734 -2.7464  0.1156
H 1.5439 -3.6967 -2.9641  0.0623
H 3.2275 -3.1491 -2.8518  0.0761
H 2.2641 -2.7587 -4.2877  0.0771
C 2.4475 2.1376 3.0323  0.0173
C 1.0121 2.5120 3.1118  -0.3390
N 0.0351 2.3317 2.2402  -0.0752
C -1.1032 2.8994 2.7902  -0.1294
C -0.8074 3.4202 4.0013  -0.0645
N 0.5313 3.1672 4.1895  0.1030
H 2.6589 1.5927 2.1217  0.0350
H 2.7198 1.4993 3.8741  0.0995
H 3.0717 3.0326 3.0571  0.0947
H -2.0417 2.8992 2.2712  0.0742
H -1.4116 3.9350 4.7248  0.1145
H 1.0858 3.4306 4.9846  0.1626

(4)
ORCA calculation (the ωB97M-V functional and the def2-TZVPD basis) on a structure of composition C23H26BrN5O10P2Rb.

Properties
Molecular weight = 759.8 g/mol
LUMO level = 2.04 eV
Energy above the lowest of the compared OMol25 structures with the same formula, charge and spin = 0.597 eV
Net charge = -1
2S+1 = 1
Highest occupied orbital energy = -6.31 eV

Last column: Löwdin charge in e.
Element x y z (Å)
Rb 0.2699 -0.0003 -3.2034  1.0960
C 2.6763 4.0157 -4.4910  -0.0765
C 2.6106 3.3417 -3.1120  -0.5937
O 3.3804 4.0749 -2.1600  -0.0660
P 3.3423 1.6921 -3.2952  0.4383
O 3.4248 0.9479 -1.8844  -0.1087
O 4.8791 2.0579 -3.5575  -0.1039
O 2.7120 0.8647 -4.3401  -0.3514
P 0.8349 3.4023 -2.5464  0.2847
O 0.8497 2.5092 -1.1925  -0.1630
O 0.6764 4.8321 -2.1635  -0.3060
O -0.0473 2.7403 -3.5671  -0.4201
H 3.7191 4.1291 -4.7898  0.0786
H 2.2180 5.0015 -4.4090  0.0824
H 2.1400 3.4348 -5.2401  0.0796
H 2.7573 4.7377 -1.8149  0.0749
H 2.8363 0.1833 -1.8042  0.0570
H 5.3721 1.2714 -3.8222  0.0895
H 0.2811 1.7276 -1.1847  -0.0202
N -0.8508 0.5190 5.0190  0.1640
C -0.7552 0.0701 6.3199  -0.1956
C -1.0318 0.6669 7.5450  -0.0301
C -0.8232 -0.1051 8.6723  -0.1077
C -0.3574 -1.4263 8.5802  -0.1052
C -0.0843 -2.0084 7.3581  -0.0205
C -0.2829 -1.2436 6.2100  -0.2281
N -0.0835 -1.5739 4.8783  0.1825
C -0.4236 -0.5077 4.2119  -0.2749
C -0.3751 -0.3590 2.7494  -0.1429
C -1.1937 0.5485 2.0858  -0.0058
C -1.0912 0.6502 0.7091  -0.1205
N -0.2377 -0.0713 -0.0151  0.0557
C 0.5359 -0.9521 0.6253  -0.0887
C 0.4979 -1.1329 1.9995  0.0155
H -1.0440 1.4555 4.7126  0.1539
H -1.3927 1.6846 7.6180  0.1046
H -1.0243 0.3175 9.6483  0.0946
H -0.2095 -1.9967 9.4880  0.0941
H 0.2761 -3.0254 7.2789  0.1094
H -1.9257 1.1461 2.6142  0.1068
H -1.7315 1.3267 0.1551  0.1038
H 1.1854 -1.5496 -0.0061  0.0746
H 1.1349 -1.8616 2.4807  0.1150
C -3.2061 4.1638 -2.4927  -0.0863
N -2.6021 2.8634 -2.6510  0.0244
C -3.1384 1.7071 -2.2180  -0.6365
N -4.4313 1.7773 -1.7102  0.1496
O -2.5207 0.6444 -2.2038  -0.0468
H -2.4343 4.9133 -2.6541  0.0847
H -3.6029 4.3065 -1.4844  0.0804
H -4.0116 4.3444 -3.2140  0.0768
H -1.6108 2.8154 -2.9202  0.0561
H -5.0379 2.4947 -2.0718  0.0742
H -4.8538 0.8678 -1.6223  0.0954
Br 2.7509 -4.3501 -0.3663  0.7688
C 1.2039 -5.0573 -1.2286  -0.5838
C 0.8494 -6.3395 -0.8206  -0.1585
C -0.2455 -6.9718 -1.3815  -0.1024
C -0.9808 -6.3219 -2.3638  -0.0892
C -0.6079 -5.0529 -2.7657  -0.0268
C 0.4831 -4.3827 -2.2096  -0.1388
C 0.7549 -2.9590 -2.7195  -0.7081
O 1.4758 -2.2183 -2.0087  -0.2045
O 0.1866 -2.6527 -3.7881  -0.1430
H 1.4401 -6.8328 -0.0608  0.0836
H -0.5169 -7.9670 -1.0519  0.0960
H -1.8391 -6.8038 -2.8150  0.0959
H -1.1497 -4.5237 -3.5377  0.1131